# C3H10NO

A 2-piece molecular cluster, C3H10NO overall at a distorted geometry (wB97M-V/def2-TZVPD, the OMol25 dataset).

The geometry in XYZ format:
```
15
Properties=species:S:1:pos:R:3:forces:R:3:lowdin_charge:R:1
C -1.77019 0.87535 0.30563 0.0333 0.1044 0.1729 -0.13
C 0.67028 -0.61540 -0.22984 0.5010 -0.5631 -1.2593 0.26
C 1.78803 0.21396 0.26833 -0.2656 0.5321 0.0847 -0.23
O 2.64171 0.20581 -0.86183 -0.4893 -0.4346 -0.2768 0.04
N -2.02555 -0.58169 0.36021 0.9849 -0.0217 -0.9180 0.04
H -1.92381 1.23757 -0.71222 0.1350 0.0879 0.1263 0.09
H -2.44171 1.41791 0.96854 -0.1189 -0.1531 -0.0217 0.09
H 0.56546 -1.64045 0.09766 -0.0879 -0.1273 0.2292 0.11
H 0.38229 -0.42556 -1.25926 -0.4514 0.2312 0.1456 0.12
H 1.54648 1.27112 0.40661 -0.1386 -0.1489 0.3263 0.15
H 2.24122 -0.22829 1.14455 0.1615 0.0580 0.3281 0.14
H 2.76370 -0.68813 -1.21695 0.4251 0.0168 0.1439 0.12
H -0.74815 1.11329 0.61582 -0.3270 0.1590 -0.0219 0.05
H -1.27234 -1.20670 0.61448 -0.1104 0.1055 0.7976 0.04
H -2.41743 -0.94880 -0.50174 -0.2518 0.1537 0.1432 0.10
```
Positions in Å, forces in eV/Å.

Calculated values
**Calculated total energy**: -249.87507 hartree
**LUMO level**: -7.9 eV
**Multiplicity**: 1
**Relative energy (zero: lowest compared OMol25 entry of this formula, charge and spin)**: 4.8637 eV
**Orbital gap**: 6.3 eV
**Net charge**: +1